A molecular structure, C20H20BrGaN2O2S. Source: the OMol25 dataset; level of theory: wB97M-V/def2-TZVPD.

Atoms and positions in Å:
S  1.123  1.266  -2.803
Br  1.275  0.984  6.909
C  0.789  -0.208  2.954
C  0.173  -3.012  -0.719
C  0.130  -4.218  -1.434
H  -0.502  2.632  5.233
H  1.041  -6.163  -1.672
O  0.775  0.429  -1.552
H  -2.541  -3.421  -3.390
H  2.190  -0.650  -3.463
C  3.893  0.571  -2.870
N  0.994  -1.577  0.975
C  -0.871  -4.350  -2.423
H  4.216  1.611  -2.863
C  2.018  -3.822  0.598
H  2.514  0.693  -4.557
Ga  -0.026  -0.351  -0.106
H  0.970  3.498  -2.187
H  1.807  -0.914  4.725
C  1.986  -5.033  -0.130
H  1.683  2.327  -0.041
C  1.124  -2.830  0.318
C  0.733  0.877  5.115
H  -1.201  2.540  2.862
H  2.657  3.732  -0.438
C  1.811  2.805  -2.152
C  2.527  0.388  -3.507
H  3.930  0.177  -1.856
C  2.405  2.720  -0.755
H  -2.318  -1.322  -2.085
H  2.532  3.124  -2.908
C  -1.758  -3.331  -2.652
C  -0.133  1.844  4.590
H  2.699  -5.809  0.112
H  1.656  -2.172  2.824
H  -0.931  -5.269  -2.995
H  2.760  -3.686  1.377
C  1.067  -5.233  -1.119
C  1.166  -0.142  4.317
N  -0.708  -1.988  -0.990
H  4.616  0.017  -3.470
H  3.309  2.118  -0.719
C  1.196  -1.373  2.245
O  -0.456  0.858  1.136
C  -0.528  1.798  3.270
C  -0.062  0.797  2.423
C  -1.640  -2.149  -1.919

As for the HOMO-LUMO gap: 0.254 Ha. The net charge is +2. The value obtained for the molar mass is 502.09 g/mol. Its total energy is -5930.6432 Eh. For the LUMO energy, the calculation gives -6.922 eV. The highest occupied orbital energy comes out at -13.8 eV.

Atomic partial charges in e from the Mulliken method, atoms 1 to 5: 0.2554 -0.1196 0.4748 0.6220 0.7501


A gas-phase ion, C3H6NO2S (charge +1) in a non-equilibrium geometry. Source: the OMol25 dataset; level of theory: wB97M-V/def2-TZVPD.

Atoms and positions in Å:
H  0.354  1.366  0.765
H  0.073  -1.332  1.661
H  -1.703  0.641  1.505
O  -2.036  1.258  -0.767
C  0.733  -0.966  0.934
C  1.092  0.621  -2.114
S  -1.709  0.243  0.164
H  1.652  -0.667  1.409
C  0.289  0.333  0.183
H  1.594  0.900  -2.952
O  -2.049  -1.119  0.104
N  0.736  0.490  -1.018
H  0.974  -1.769  0.126

As for the HOMO-LUMO gap: 0.353 Ha. The value obtained for the relative energy (zero: lowest compared OMol25 entry of this formula, charge and spin) is 402.1 kJ/mol. The net charge is +1. The value obtained for the molar mass is 120.15 g/mol. Its total energy is -720.9181 Eh. For the LUMO energy, the calculation gives -5.505 eV. The highest occupied orbital energy comes out at -15.1 eV.

Atomic partial charges in e from the Mulliken method, atoms 1 to 5: 0.4435 0.4091 0.2506 -0.5010 -1.0746


A single CH6N2O3S molecule in a non-equilibrium geometry. Source: the OMol25 dataset; level of theory: wB97M-V/def2-TZVPD.

Atoms and positions in Å:
N  0.178  -0.413  1.112
H  0.737  -2.238  0.252
N  -1.626  0.993  -0.138
O  0.793  2.249  -1.392
C  0.776  -1.770  1.179
O  -0.036  -0.389  -1.508
O  0.934  1.600  -0.148
S  -0.115  0.253  -0.206
H  0.484  1.681  -2.111
H  -2.064  1.316  -1.026
H  1.791  -1.495  1.437
H  0.419  -2.248  2.127
H  -2.271  0.460  0.420

As for the HOMO-LUMO gap: 0.375 Ha. The value obtained for the relative energy (zero: lowest compared OMol25 entry of this formula, charge and spin) is 442.9 kJ/mol. The value obtained for the molar mass is 126.14 g/mol. Its total energy is -774.9309 Eh. For the LUMO energy, the calculation gives 0.457 eV. The highest occupied orbital energy comes out at -9.8 eV.

Atomic partial charges in e from the Mulliken method, atoms 1 to 5: -0.4326 0.3382 -0.4930 -0.3679 -0.7518


A molecular structure, C39H47AsCrN2SSeSi in a non-equilibrium geometry. Source: the OMol25 dataset; level of theory: wB97M-V/def2-TZVPD.

Atoms and positions in Å:
S  -0.570  0.431  -3.563
H  6.986  2.018  0.906
C  -0.356  -1.157  5.430
C  -2.310  -1.713  -3.206
C  1.708  0.236  5.345
C  5.920  2.020  0.674
Se  -2.113  2.589  -1.119
C  4.109  0.867  -0.582
H  -2.468  0.423  1.151
H  -0.130  2.308  5.350
C  -2.829  -1.942  -5.903
H  -4.312  4.421  0.739
C  -0.503  1.337  5.682
H  -1.496  -0.282  -6.154
N  -0.465  0.579  0.731
C  -1.706  -0.820  -4.088
C  2.239  0.950  -2.084
H  -1.169  5.826  -1.754
C  1.701  -2.861  0.301
C  0.227  0.188  4.972
C  3.170  0.760  0.448
H  -2.905  4.466  -3.893
C  -3.404  -4.867  0.447
C  -0.098  -2.254  -1.189
H  7.507  0.939  -1.235
H  3.504  0.667  1.471
C  0.011  0.330  3.471
H  2.273  -0.576  4.881
H  -4.361  -1.134  0.231
H  4.257  1.059  -2.726
C  -1.966  -0.959  -5.452
H  5.376  1.953  1.618
H  -5.782  -2.695  1.499
H  -4.335  5.425  -3.474
H  -4.409  3.658  -3.432
H  -2.494  6.858  -1.200
C  -2.026  5.877  -1.081
C  5.926  -0.479  0.444
H  -3.656  -3.374  -2.954
C  -3.445  -2.812  -5.010
C  0.678  -2.632  -2.277
H  -1.579  1.308  5.504
H  -0.188  -1.282  6.500
C  1.051  0.499  2.566
H  6.278  1.898  -2.051
H  2.567  -3.404  -2.926
C  -1.479  0.430  1.588
C  2.483  -3.218  -0.790
C  -2.937  -2.648  -0.340
H  3.486  -3.595  -0.638
H  -5.309  3.641  -0.501
H  -1.431  -1.218  5.254
C  -2.594  -3.995  -0.264
Si  -3.232  4.528  -1.463
H  1.809  0.127  6.425
H  -5.267  5.404  -0.382
C  1.967  -3.110  -2.075
H  -1.702  -4.366  -0.754
C  5.597  0.845  -0.260
H  5.676  2.976  0.209
H  1.830  0.998  -3.083
H  -0.189  -2.112  0.963
H  0.290  -2.541  -3.283
C  -4.889  -3.058  1.007
C  3.607  0.975  -1.868
H  5.385  -0.589  1.385
H  -1.667  5.793  -0.055
C  -4.083  -2.180  0.295
H  -3.031  -2.030  -6.963
C  -3.771  4.520  -3.231
C  0.777  0.613  1.212
H  -5.175  -5.087  1.638
H  -4.122  -3.576  -5.368
C  -3.183  -2.697  -3.655
H  2.089  -2.962  1.307
H  2.071  0.535  2.913
H  2.170  1.186  5.069
H  5.683  -1.335  -0.189
C  1.823  0.754  0.169
H  6.993  -0.516  0.669
H  -3.142  -5.916  0.506
H  6.283  0.133  -2.209
H  -2.143  0.171  3.584
H  0.120  -1.992  4.912
H  -0.343  1.262  6.759
C  6.454  0.961  -1.518
C  0.414  -2.381  0.101
C  -4.548  -4.401  1.083
Cr  -0.710  0.820  -1.360
C  -1.282  0.296  2.943
C  -4.664  4.496  -0.291
N  1.353  0.844  -1.092
As  -1.874  -1.432  -1.370

As for the HOMO-LUMO gap (alpha / beta): 0.245 / 0.249 Ha. The value obtained for the relative energy (zero: lowest compared OMol25 entry of this formula, charge and spin) is 1.6 kJ/mol. The net charge is +1. The expectation value of S² is 0.779. The value obtained for the molar mass is 809.85 g/mol. Its total energy is -7993.0882 Eh. For the LUMO energy (alpha / beta), the calculation gives -3.314 / -3.301 eV. The highest occupied orbital energy (alpha / beta) comes out at -10.0 / -10.1 eV. The spin multiplicity is 2.

Atomic partial charges in e from the Mulliken method, atoms 1 to 5: -0.4341 0.4592 -1.5792 -0.1194 -2.1067


The lowest molar mass belongs to which entry?
C3H6NO2S


Number 3 is which compound?
CH6N2O3S


What is the molar mass in the third record?
126.14 g/mol